Molecular formula: C53H61ClFIO5PS
Method: DFT, the ωB97M-V functional and the def2-TZVPD basis

Values from the calculation:
- orbital gap (Ha) = 0.2943
- total charge = -1
- strongest force on any atom (Eh/bohr) = 0.0299
- DFT total energy (eV) = -109655.1624

Geometry as XYZ:
```
124
C53H61ClFIO5PS the ωB97M-V functional and the def2-TZVPD basis
I -3.3575 0.4008 5.5058
Cl -5.1993 -2.7673 1.8487
S -2.5959 2.6342 1.0168
P -2.7856 0.3111 0.7516
F -4.2458 0.6466 -0.0344
O -1.3556 -0.0544 1.6306
O 3.1547 -2.0243 -0.2533
O -5.2156 -2.0989 -0.6335
O 1.1568 -1.9515 -1.2949
O -2.9843 -1.7411 3.5161
C 1.1431 5.8810 -1.2720
C 0.4191 6.6147 4.3346
C -3.1202 -1.5611 0.3513
C 1.7435 5.4267 1.0056
C -0.1502 5.3857 4.6248
C -0.5498 -6.7981 3.0425
C -0.9607 -4.0523 2.9641
C -2.0128 -4.9033 3.2723
C 2.4656 6.1825 -1.5657
C 1.0584 2.9087 -6.7884
C -1.2706 -6.8951 -3.4575
C -4.5094 -2.0577 0.3346
C -1.1255 -3.1764 -4.0031
C 0.6122 1.6533 -6.3955
C 0.7344 7.4954 5.3595
C 1.3449 3.8759 -5.8340
C 3.4375 3.0813 3.4221
C -0.0603 -8.9297 -2.0084
C 2.9980 1.7732 3.2806
C 0.7841 5.5060 0.0118
C -3.7892 0.2829 2.4176
C 5.6869 2.3774 2.9554
C 0.4233 -7.6322 -1.9194
C -0.6514 -0.3721 -1.3395
C 0.3674 1.6998 1.4171
C 0.7388 2.3300 -4.0980
C 2.3664 -1.4463 -0.9663
C -1.4030 -2.6839 -6.3391
C -2.7553 -2.9792 -6.2402
C -0.1074 5.9147 6.9658
C 0.0523 -1.3913 -0.4841
C -1.8082 -6.2756 3.3092
C 0.4601 1.3587 -5.0474
C 3.4302 6.0973 -0.5692
C 2.6397 -0.1188 -1.5627
C -2.4778 -3.4732 -3.9044
C -3.2930 -3.3716 -5.0224
C 0.5029 -5.9472 2.7353
C -1.1519 -9.2095 -2.8185
C 4.7822 3.3833 3.2639
C -0.1821 -6.6157 -2.6438
C -1.7573 -8.1920 -3.5421
C 3.9015 0.7665 2.9715
C -3.3263 -0.6106 3.4987
C -0.5890 -2.7787 -5.2191
C 3.0681 5.7166 0.7161
C 0.4717 7.1440 6.6766
C -0.5319 0.8527 2.3062
C 0.2960 -4.5757 2.6939
C 5.2457 1.0699 2.8059
C 1.1721 3.5860 -4.4887
C -0.4127 5.0342 5.9380
C -1.8592 0.4929 -0.9016
H 2.2007 -0.0179 -2.5396
H 1.1162 -3.9218 2.4445
H 0.1171 0.2459 2.9327
H -2.8970 -3.7813 -2.9550
H 0.3899 0.9008 -7.1408
H -0.4074 4.7031 3.8235
H 0.3835 5.9254 -2.0420
H 1.9497 1.5384 3.4087
H -1.5513 1.5178 -0.9783
H -1.1250 -2.9864 2.9255
H -2.8368 -1.7211 -0.6736
H -1.5332 -10.2205 -2.8825
H -2.6312 -6.9391 3.5430
H -2.9915 -4.4890 3.4779
H 0.4115 -9.7228 -1.4429
H 2.7289 3.8654 3.6590
H 1.3937 1.3692 1.4693
H -3.8829 2.9597 0.9784
H 0.0498 1.6716 0.3865
H 1.2691 -7.4106 -1.2820
H 6.7359 2.6124 2.8292
H 5.1256 4.4034 3.3804
H 0.7094 7.8317 7.4778
H -1.0536 1.4746 3.0182
H -0.4899 -3.2480 -3.1288
H 2.2031 0.6380 -0.9227
H -4.3482 -3.5964 -4.9426
H 3.7018 0.0440 -1.5836
H -2.6496 0.4062 -1.6270
H 1.3927 4.3344 -3.7391
H 0.1292 0.3751 -4.7376
H 0.4649 -2.5424 -5.2919
H -4.8446 0.1160 2.2702
H -0.3908 -7.8691 3.0714
H 1.6945 4.8537 -6.1390
H 1.1836 3.1327 -7.8398
H -3.7304 1.2777 2.8152
H 0.1925 -5.6032 -2.5702
H 0.6065 6.8894 3.3047
H -3.3915 -2.8999 -7.1121
H -0.2486 5.2698 0.2364
H 1.4850 -6.3502 2.5226
H -1.7401 -6.1002 -4.0209
H 1.4602 5.1281 2.0059
H 4.4638 6.3249 -0.7950
H -0.8731 4.0793 6.1555
H -0.9839 -2.3777 -7.2890
H -0.8989 -0.8922 -2.2555
H 0.6310 2.1132 -3.0424
H 0.4725 -0.9659 0.4076
H 0.1326 0.2977 -1.6563
H -0.3219 5.6444 7.9912
H 3.8181 5.6456 1.4923
H 2.7475 6.4695 -2.5710
H 3.5575 -0.2533 2.8576
H -2.6107 -8.4088 -4.1715
H -0.5308 -2.2412 -0.1940
H 1.1785 8.4556 5.1320
H -2.4806 -2.1734 0.9587
H 5.9495 0.2857 2.5599
H 0.3346 2.7331 1.7338
```

---

Molecular formula: C53H68EuN3O8P2STe
Method: DFT, the ωB97M-V functional and the def2-TZVPD basis

Values from the calculation:
- orbital gap (spin up / spin down) (Ha) = 0.1705 / 0.2502
- total charge = +2
- strongest force on any atom (Eh/bohr) = 0.0564
- 2S+1 = 7
- ΔE to the lowest compared entry with this formula, charge and spin (kcal per mole) = 0.00
- DFT total energy (eV) = -132932.6920
- <S²> = 12.0360

Geometry as XYZ:
```
137
C53H68EuN3O8P2STe the ωB97M-V functional and the def2-TZVPD basis
Eu -0.2925 0.8156 -0.8204
Te 1.2152 -1.3959 -3.5923
S -5.0133 0.2707 9.0592
P 0.0150 1.7535 3.9841
P -2.1808 0.3906 3.5588
O -0.1967 -1.6179 -0.2869
O -3.6726 2.1020 -3.0368
O 3.2930 2.2611 1.9673
O -2.3669 2.4170 -0.4942
O -0.5565 2.3477 -3.0176
O -0.2308 0.3835 1.5484
O -2.4363 -0.1342 -2.3640
O 1.3659 2.4284 0.0785
N -1.5380 1.3297 4.8364
N -0.7891 0.9579 2.6587
N 0.8927 0.5719 -2.8635
C 3.6777 -1.3678 -1.1598
C 2.1001 0.0531 4.5768
C -3.7373 0.7738 2.6998
C -0.9041 -3.6158 -6.9740
C -6.3638 0.6423 1.7993
C 1.5466 1.7664 6.2949
C -5.9186 -0.8401 7.9715
C 0.2254 3.5277 3.7784
C 5.5580 -1.2844 -2.8165
C 0.5441 -5.2306 -6.0230
C 2.2856 2.8730 -7.1579
C 1.3050 4.2288 4.3877
C 2.9672 -0.2040 6.8357
C 2.8599 -0.6256 5.5284
C 4.1972 -1.4303 -2.5729
C -4.7525 1.6714 3.2443
C 7.6445 -0.9473 -4.3049
C -0.5969 5.5840 2.8201
C 2.3483 1.0360 7.1810
C 3.3997 -1.4555 -3.7528
C 1.3804 5.5755 4.1490
C 1.3647 1.1606 4.9745
C 3.0827 2.4150 -6.1221
C 0.4139 1.6422 -3.5148
C 0.3321 2.4906 -5.8324
C 0.4501 6.2654 3.4268
C -0.4549 -2.6541 -6.0146
C 3.1612 -1.4824 -6.3478
C -3.7435 1.1983 8.1031
C 2.5408 2.1424 -4.8977
C 0.6406 -2.9651 -5.1447
C -5.3505 -0.0646 1.1446
C 2.1896 -4.7232 -4.1302
C -0.8564 -5.8946 -8.1092
C 5.3458 -1.4498 -5.1608
C -1.5910 -4.1610 4.5045
C -2.2653 -3.7334 3.3827
C 1.1624 2.1026 -4.7947
C -2.0920 1.6575 6.1493
C -1.0340 -3.1643 5.3366
C -0.7061 4.2179 2.9944
C -6.0404 1.5874 2.7796
C -4.0051 0.0943 1.4827
C 0.8782 2.8622 -7.0357
C -0.3925 -4.9429 -7.0209
C 3.9543 -1.4388 -5.0399
C -1.2189 -1.3370 -5.9887
C -3.2802 0.8398 6.6660
C 6.1980 -1.2477 -4.0930
C -2.0618 -1.3605 4.0044
C -1.2339 -1.7723 5.1318
C 1.0972 -4.2975 -5.1103
C -2.5452 -2.3681 3.1232
H 0.0715 -2.4975 -0.5652
H -4.1715 2.2427 8.0491
H -0.0921 -6.1638 -8.8308
H 2.4944 -5.7726 -4.2971
H 3.6133 -0.7588 7.5244
H -4.4609 2.4077 4.0065
H 1.8979 -4.6233 -3.1053
H 4.1690 2.3794 -6.1953
H -4.1212 0.8826 5.9904
H 3.2038 2.8705 2.7166
H 3.3433 -1.5183 5.2486
H -0.7261 2.5100 -5.5695
H 3.0685 -0.5033 -0.9271
H 0.5810 7.3291 3.2496
H -5.2514 -1.6225 7.6151
H -3.0608 -0.8777 -2.2345
H -1.2752 6.0828 2.1090
H 2.0230 3.6912 4.9824
H -0.1988 -1.6663 0.6978
H 3.7029 -0.9373 -7.1437
H -1.6770 -3.2830 -7.6853
H 6.1404 -1.0965 -1.9046
H -2.6703 -4.4627 2.6735
H 8.2602 -1.5700 -3.6533
H 7.8532 0.0797 -4.0316
H -2.8652 2.4231 -1.3555
H -4.5075 2.5967 -3.1211
H -2.9933 0.5461 -2.7854
H -3.0389 2.4689 -3.6840
H 0.2538 3.1906 -7.8649
H -1.4137 -5.2161 4.6859
H -6.8399 2.2185 3.1677
H -1.5492 3.7058 2.5220
H 3.0412 -4.0911 -4.2474
H 2.4738 1.4396 8.1882
H -2.4045 2.7459 6.1434
H -1.2379 1.5692 6.8751
H -1.9182 3.2928 -0.4905
H -1.6349 -5.3999 -8.6720
H 1.9949 -0.2503 3.5296
H 2.2406 6.1144 4.6278
H -1.4595 -0.9816 -4.9624
H 7.8950 -1.0310 -5.3532
H 2.1338 -1.0556 -6.2707
H 2.0111 2.1884 0.8564
H 3.1235 1.8387 -4.0611
H -3.2245 -0.3190 0.8422
H -3.0375 -0.2786 6.6565
H 1.2405 3.3858 0.2127
H -6.7552 -1.2857 8.4697
H 3.0860 -2.2452 -0.8380
H -0.6286 -0.5892 -6.4755
H 3.9726 2.6856 1.4254
H 0.9372 -6.2352 -5.9795
H 4.5038 -1.3757 -0.4681
H -7.3968 0.4426 1.4319
H -5.5469 -0.6215 0.2504
H 3.0534 -2.5493 -6.7332
H -6.2643 -0.2595 7.1350
H -2.1536 -1.5051 -6.5729
H -2.8966 1.1512 8.8104
H -1.2384 -6.8323 -7.6807
H -3.1833 -2.1083 2.2852
H -0.7256 -1.1156 5.8390
H 2.7320 3.2120 -8.1127
H -0.4726 -3.4495 6.2271
H 1.0185 2.7263 6.4694
H 5.7429 -1.5002 -6.2092
```

---

Molecular formula: C53H69N11O4
Method: DFT, the ωB97M-V functional and the def2-TZVPD basis

Values from the calculation:
- orbital gap (Ha) = 0.3377
- strongest force on any atom (Eh/bohr) = 0.0331
- structure (SMILES) = CNC(C)=O.CNC(C)=O.CNC(C)=O.c1ccncc1.c1ccncc1.c1ccncc1.c1ccncc1.c1ccncc1.c1ccncc1.c1ccncc1.c1ccncc1.C1CCOC1
- ΔE to the lowest compared entry with this formula, charge and spin (kcal per mole) = 5.88
- DFT total energy (eV) = -80660.5977

Geometry as XYZ:
```
137
C53H69N11O4 the ωB97M-V functional and the def2-TZVPD basis
O 3.9595 0.1212 1.8637
O -0.5040 -2.7145 4.9488
O 1.0215 2.0827 4.3528
O -5.0914 0.4306 -0.4848
N -2.6177 3.5539 -6.8084
N 0.0781 -0.4558 0.5376
N 5.2419 -3.2986 -1.7970
N 3.2901 4.2179 0.7845
N -1.5966 -4.5786 -4.8338
N -0.4572 -1.2542 3.2381
N 3.6646 1.0754 3.9069
N -4.8598 -1.8857 5.4097
N 1.7906 3.9398 3.3097
N 2.6429 2.2077 -4.1903
N -3.2071 -3.2377 -0.1111
C -5.3946 -4.0662 -0.6542
C -1.7997 -4.3561 -3.5108
C 1.1726 0.6514 -1.2871
C -3.5784 2.2031 -0.3077
C -3.0852 -4.2814 0.7332
C -6.1069 -1.6549 5.0167
C 3.7347 2.9668 0.5609
C -0.9369 -0.7816 -0.2669
C -3.4358 2.5121 -6.6139
C 2.1904 -0.7215 3.2018
C -0.2368 -2.4600 3.7776
C -0.5315 -4.0416 -5.3900
C 2.3055 4.6946 4.4470
C 0.4600 -3.3475 -4.6725
C 3.2804 1.0387 -4.0973
C 4.7854 1.9715 3.8375
C -3.8996 -1.9910 4.4853
C -3.1607 1.4835 -5.7125
C 3.7646 -1.9759 -0.4498
C 5.0805 2.6327 0.5650
C 4.3283 -4.2618 -1.8051
C -5.2743 -5.1185 0.2496
C -1.1253 2.6130 -5.1757
C 3.1173 -4.1675 -1.1019
C 0.2828 -3.2523 -3.3106
C -6.4704 -1.6288 3.6679
C -4.3529 -3.1850 -0.8158
C 0.4331 -3.4847 2.8771
C -0.8548 -3.7735 -2.7140
C -4.2077 1.0681 0.4552
C 4.9774 -2.1996 -1.0907
C 3.2390 3.2757 -3.6386
C 5.5850 4.9367 0.8432
C 4.4512 0.8581 -3.3815
C -4.0721 -5.2258 0.9195
C 1.0729 2.8089 3.3632
C 4.2119 5.1591 0.9124
C 0.0916 0.3109 -2.1032
C -4.6427 2.5291 -1.3703
C -1.9873 1.5522 -4.9734
C 4.4089 3.1875 -2.8972
C 3.3779 0.1829 2.9576
C 0.3167 2.4451 2.1060
C -0.9949 -0.3624 -1.5946
C -5.4801 -1.7872 2.7219
C -0.9494 -0.1215 3.9639
C -1.4967 3.5867 -6.0859
C -5.7407 1.4834 -1.1914
C -4.1582 -1.9158 3.1267
C 2.8137 -2.9809 -0.4775
C 4.9809 1.9371 -2.7166
C 1.0761 0.2980 0.0452
C 6.0345 3.6492 0.6262
H 3.3784 4.8378 4.3343
H 4.4800 2.9903 3.5668
H -7.4839 -1.4524 3.3320
H 1.3303 -0.2880 2.6975
H -0.0773 -4.4365 2.9910
H -0.6646 2.9223 2.0892
H 2.9938 2.2089 0.3479
H 3.0356 1.1486 4.6891
H -1.7552 0.7768 -4.2551
H -2.7157 -4.7683 -3.1068
H 4.8935 4.0283 -2.4176
H 3.8521 6.1784 1.0187
H 2.6854 4.1996 -3.7437
H -0.8909 -3.5957 -1.6457
H 5.8310 1.7953 -2.0618
H -2.6717 1.8012 -0.7593
H -4.2834 2.4626 -7.2840
H 2.4319 -5.0009 -1.1849
H -6.6116 1.8362 -0.6249
H 0.8412 2.8344 1.2243
H -4.2087 2.5085 -2.3717
H 0.1861 1.3830 1.9182
H -5.7630 -1.7448 1.6756
H 6.2638 5.7786 0.8094
H -1.6300 -1.4784 0.1929
H 1.0519 -2.7206 -2.7612
H -0.2301 2.7655 -4.5857
H -3.8107 0.6262 -5.6061
H 4.8847 -0.1339 -3.3621
H -0.8329 4.4211 -6.2793
H 2.4290 -1.7048 2.8014
H -1.9202 -0.1943 4.4628
H -2.1703 -4.1924 1.3075
H 1.7552 5.6324 4.4685
H 5.2865 2.1399 4.7938
H -3.3737 -2.0402 2.3914
H 1.9073 4.3495 2.3859
H 5.7074 -1.4036 -0.9916
H -0.2830 -1.0751 2.2357
H 2.8198 0.1574 -4.5298
H 5.3460 1.5843 0.5511
H 1.9987 -0.8585 4.2672
H -2.8844 -2.1662 4.8232
H -0.3784 -4.1681 -6.4582
H -3.9654 -6.0257 1.6421
H 1.9084 0.4682 0.7235
H -6.0824 -5.8180 0.4048
H 0.1556 0.6087 -3.1439
H -4.4833 -2.2423 -1.3398
H -1.7812 -0.7243 -2.2445
H 1.8626 -2.8467 0.0264
H 3.6328 -1.0581 0.1084
H 5.5261 1.6806 3.1007
H -1.0610 0.6973 3.2522
H -6.8143 -1.4774 5.8174
H 4.4770 -5.1564 -2.3969
H -3.5168 0.2937 0.7972
H 0.3057 -3.1462 1.8380
H 1.5183 -3.5430 2.9401
H -6.1221 1.0611 -2.1217
H -6.2773 -3.8452 -1.2423
H -3.3758 3.1103 0.2572
H 1.2266 -2.7741 -5.1763
H -0.3222 0.2033 4.7997
H 2.0927 1.0802 -1.6570
H 2.1346 4.1393 5.3653
H -4.8060 1.2807 1.3500
H -5.0358 3.5424 -1.2566
H 7.0983 3.4495 0.6300
```